No. 1
{"formula": "C29H35EuF5N4P2", "method": "the ωB97M-V functional and the def2-TZVPD basis", "symbols": ["Eu", "C", "C", "C", "C", "C", "C", "C", "C", "C", "H", "H", "H", "H", "H", "H", "H", "H", "H", "H", "H", "H", "H", "H", "H", "P", "P", "N", "N", "N", "N", "C", "C", "C", "C", "C", "C", "C", "C", "C", "C", "C", "C", "C", "C", "C", "C", "C", "C", "H", "H", "H", "H", "H", "H", "H", "H", "H", "H", "H", "H", "H", "H", "H", "H", "H", "H", "H", "H", "F", "C", "F", "C", "F", "F", "F"], "coordinates": [[-0.4571, -2.5295, 4.8209], [-1.1694, 2.7626, 4.0251], [-1.4600, 1.8246, 3.1117], [-0.6849, 1.2768, 1.9574], [0.5113, 0.3507, 2.2437], [1.7528, 0.9666, 2.8043], [1.8906, 2.2045, 3.2791], [1.0880, 3.4246, 2.9694], [0.0018, 3.6921, 4.0423], [1.8563, -2.5310, 5.3005], [-1.7843, 2.8488, 4.9311], [-2.3989, 1.2907, 3.2842], [-0.4250, 2.0466, 1.2236], [-1.4158, 0.6182, 1.4571], [0.1234, -0.4910, 2.8673], [0.7739, -0.1163, 1.2862], [2.5671, 0.2426, 2.9259], [2.6528, 2.3818, 4.0436], [0.6660, 3.3751, 1.9581], [1.8072, 4.2604, 3.0527], [0.4800, 3.6395, 5.0391], [-0.3166, 4.7456, 3.9505], [1.6310, -2.3677, 6.3838], [2.4049, -1.6565, 4.9408], [2.4804, -3.4205, 5.1483], [1.4441, -1.2509, -2.1791], [-1.9251, -0.7478, -1.9930], [2.8015, -0.1271, -2.3503], [2.1084, -2.5123, -3.3590], [-2.1374, 1.0107, -2.2048], [-3.5102, -1.1768, -2.7387], [0.4799, -0.4224, -3.5394], [-0.9850, -0.8865, -3.6184], [3.5794, 0.3373, -1.2811], [4.5973, 1.1356, -1.7863], [4.4671, 1.1461, -3.2095], [3.3328, 0.4109, -3.5255], [2.3721, -3.8232, -2.9418], [2.8260, -4.5622, -4.0412], [2.9026, -3.6668, -5.1477], [2.3942, -2.4496, -4.7239], [-2.0738, 1.8620, -1.0943], [-1.9728, 3.1780, -1.5353], [-2.0992, 3.1542, -2.9639], [-2.1326, 1.8201, -3.3371], [-4.2905, -0.4662, -3.6564], [-5.4144, -1.2166, -3.9739], [-5.3117, -2.4578, -3.2650], [-4.1206, -2.4283, -2.5497], [0.8848, -0.6392, -4.5414], [0.5574, 0.6701, -3.3957], [-1.4784, -0.3011, -4.4127], [-1.0618, -1.9456, -3.9181], [3.3161, 0.0663, -0.2658], [5.3484, 1.6648, -1.2155], [5.1257, 1.6116, -3.9258], [2.8340, 0.2710, -4.4754], [2.2067, -4.1111, -1.9167], [3.0508, -5.6189, -4.0602], [3.2971, -3.8600, -6.1412], [2.1790, -1.5760, -5.3264], [-2.1414, 1.4548, -0.0926], [-1.8067, 4.0503, -0.9196], [-2.1894, 3.9919, -3.6314], [-2.1557, 1.4156, -4.3418], [-3.9919, 0.5039, -4.0148], [-6.2047, -0.9019, -4.6327], [-6.0315, -3.2580, -3.2846], [-3.6415, -3.1764, -1.9357], [-0.1269, 0.7432, 6.5924], [-0.2992, -0.6092, 6.7330], [0.5736, -0.9956, 7.7376], [-1.7017, -0.9308, 7.2166], [-2.1217, -0.0602, 8.1468], [-2.6656, -0.9657, 6.2215], [-1.6634, -2.1938, 7.7693]], "s_squared": 15.763, "multiplicity": 8, "homo_energy_ev": [-7.56, -7.58], "e_lumo_ha": [-0.0389, -0.0364]}

=====

No. 2
{"formula": "C31H71F3N10O7P3S", "method": "the ωB97M-V functional and the def2-TZVPD basis", "symbols": ["C", "C", "C", "N", "C", "C", "F", "F", "F", "N", "C", "C", "O", "C", "C", "C", "O", "C", "C", "N", "C", "C", "C", "C", "C", "N", "O", "C", "C", "P", "O", "O", "S", "H", "H", "H", "H", "H", "H", "H", "H", "H", "H", "H", "H", "H", "H", "H", "H", "H", "H", "H", "H", "H", "H", "H", "H", "H", "H", "H", "H", "H", "H", "H", "H", "H", "H", "H", "O", "P", "N", "C", "C", "N", "C", "C", "N", "C", "C", "H", "H", "H", "H", "H", "H", "H", "H", "H", "H", "H", "H", "H", "H", "H", "H", "H", "H", "O", "P", "N", "C", "C", "N", "C", "C", "N", "C", "C", "H", "H", "H", "H", "H", "H", "H", "H", "H", "H", "H", "H", "H", "H", "H", "H", "H", "H"], "coordinates": [[-0.7243, 3.2265, 4.6390], [-0.7912, 1.7275, 4.4460], [0.6179, 1.1798, 4.3501], [-1.8835, 1.0622, 4.5115], [-2.7869, 0.6110, 3.5465], [-3.8976, 1.7241, 3.4633], [-4.5831, 1.7712, 4.6003], [-3.3114, 2.9570, 3.4156], [-4.6639, 1.6713, 2.3790], [-2.2606, 0.2570, 2.1949], [-1.8665, 1.4060, 1.3212], [-0.3816, 1.6679, 1.0655], [-0.0736, 2.7445, 0.5955], [-1.3643, -0.9692, 2.1041], [-1.3539, -1.4283, 0.6433], [0.0423, -1.4081, -0.0120], [0.1870, -1.6613, -1.1841], [-1.6282, -2.0575, 3.1777], [-0.7033, -2.0278, 4.4133], [-1.0513, -3.0660, 5.3870], [-1.6407, -3.5077, 2.6582], [-0.4135, -4.0960, 1.9330], [0.9722, -3.5006, 2.1569], [2.0301, -3.9679, 1.1631], [3.3926, -3.5391, 1.7061], [3.5032, -2.0538, 1.7284], [-2.9611, -1.9439, 3.6709], [-3.5137, -0.7127, 4.0685], [-3.5807, -0.7721, 5.6108], [-5.2437, -1.0349, 3.4306], [-5.5762, -2.5216, 3.9862], [-6.4267, -0.1426, 4.0375], [-5.3490, -1.1509, 1.5122], [-0.6082, 3.6999, 3.6622], [0.1367, 3.5186, 5.2349], [-1.6039, 3.5925, 5.1552], [0.6958, 0.1025, 4.4277], [1.1456, 1.5495, 3.4704], [1.1595, 1.5892, 5.2016], [-3.1259, -0.1095, 1.7240], [-2.2594, 2.3676, 1.6372], [-2.3059, 1.2739, 0.3341], [0.4279, 0.9441, 1.2602], [-0.3292, -0.6837, 2.3062], [-1.9696, -0.8306, -0.0301], [-1.7176, -2.4360, 0.4723], [0.9109, -1.1156, 0.6188], [-0.7746, -1.0958, 4.9667], [0.3568, -2.1183, 4.1823], [-1.2238, -2.6649, 6.2919], [-0.3498, -3.7863, 5.4378], [-2.4775, -3.5255, 1.9556], [-1.9826, -4.1802, 3.4342], [-0.5993, -4.0940, 0.8563], [-0.3482, -5.1566, 2.1691], [1.3307, -3.8282, 3.1403], [0.9980, -2.4133, 2.2160], [2.0475, -5.0562, 1.1143], [1.8877, -3.5286, 0.1773], [3.4645, -3.8686, 2.7456], [4.2170, -3.9788, 1.1539], [4.4662, -1.8213, 1.5207], [3.3630, -1.7287, 2.6754], [-3.8878, -1.7970, 5.8154], [-4.3554, -0.1398, 6.0370], [-2.6158, -0.6520, 6.0878], [-5.9842, -2.4632, 4.8588], [-6.6008, -0.3012, 4.9739], [-1.5801, -5.7036, -4.6502], [-1.3387, -4.6774, -5.7256], [0.2964, -5.0425, -6.1237], [1.2193, -4.1652, -6.8184], [0.5452, -6.4249, -6.5273], [-1.4224, -3.2643, -4.7163], [-0.2383, -2.4974, -4.3827], [-2.2884, -3.3834, -3.5520], [-1.6258, -3.7100, -7.1570], [-2.6322, -2.6323, -7.0826], [-2.0298, -4.5824, -8.2920], [1.0094, -4.0814, -7.8936], [2.2343, -4.5552, -6.7134], [1.2416, -3.1639, -6.4012], [0.3564, -6.5832, -7.5983], [-0.0850, -7.1158, -5.9700], [1.5810, -6.7027, -6.3213], [0.5518, -3.1201, -3.9434], [-0.4805, -1.7107, -3.6683], [0.1519, -1.9716, -5.2578], [-1.7994, -3.9023, -2.7169], [-3.2009, -3.9243, -3.7975], [-2.5907, -2.3866, -3.2138], [-3.5859, -2.9773, -6.6769], [-2.8100, -2.2338, -8.0835], [-2.2761, -1.8004, -6.4844], [-3.0037, -5.0482, -8.1213], [-1.2981, -5.3778, -8.4470], [-2.0734, -4.0057, -9.2148], [3.7253, 5.0571, 1.0986], [3.4264, 5.9594, -0.0738], [3.0803, 4.7722, -1.2750], [3.0836, 4.9840, -2.7100], [2.0258, 3.8306, -0.9201], [5.0185, 6.6065, -0.2918], [5.8466, 6.2198, -1.4190], [5.8257, 6.7002, 0.9206], [2.7276, 7.2870, -0.9788], [3.2618, 8.6455, -0.7514], [1.2646, 7.3652, -0.7281], [2.2111, 5.5502, -3.0647], [3.0732, 4.0160, -3.2167], [3.9772, 5.4907, -3.0578], [1.0275, 4.2206, -1.1602], [2.0484, 3.6013, 0.1384], [2.1583, 2.8841, -1.4535], [5.9657, 5.1317, -1.4988], [6.8394, 6.6627, -1.3280], [5.4457, 6.6136, -2.3559], [6.2938, 5.7457, 1.1868], [5.2227, 7.0285, 1.7659], [6.6119, 7.4467, 0.7832], [3.3038, 8.9066, 0.3081], [2.6257, 9.3736, -1.2590], [4.2514, 8.7570, -1.1801], [1.0424, 7.6416, 0.3063], [0.7863, 6.4043, -0.9314], [0.8055, 8.0961, -1.3924]], "homo_energy_ev": -9.56, "e_lumo_ha": -0.1247, "charge": 1}

=====

No. 3
{"formula": "C7H16N2", "method": "the ωB97M-V functional and the def2-TZVPD basis", "symbols": ["H", "N", "C", "C", "C", "C", "C", "H", "H", "H", "H", "H", "H", "H", "H", "C", "N", "C", "H", "H", "H", "H", "H", "H", "H"], "coordinates": [[0.1164, -0.0499, 2.8676], [-0.7306, 0.0860, 2.3211], [-0.5721, 0.6396, 1.1928], [-1.8008, 0.8788, 0.3716], [0.6750, 1.4744, 0.8063], [0.8308, 1.9835, -0.4132], [1.6999, 1.6987, 1.8818], [-1.6455, 0.4345, -0.6109], [-2.6524, 0.3958, 0.8433], [-1.9979, 1.9408, 0.2499], [1.7173, 2.5421, -0.6784], [0.0924, 1.8663, -1.1878], [2.4566, 2.4104, 1.5577], [2.2018, 0.7637, 2.1392], [1.2281, 2.0828, 2.7870], [-0.1483, -1.5358, -2.5665], [-0.1198, -1.2542, -1.1416], [-0.3503, -2.4456, -0.3420], [-1.1484, -1.8776, -2.8360], [0.0702, -0.6249, -3.1207], [0.5626, -2.3189, -2.8668], [0.7763, -0.8362, -0.8743], [-0.2558, -2.1894, 0.7112], [0.3558, -3.2598, -0.5568], [-1.3614, -2.8051, -0.5348]], "smiles": "[H]/N=C(/C)C(=C)C.CNC", "homo_energy_ev": -8.78, "e_lumo_ha": 0.0310}

=====

no.,E_tot (eV)
1,-88088.8303
2,-109376.6473
3,-10497.3836